No. 1
{"formula": "C19H24FNO5S", "method": "the ωB97M-V functional and the def2-TZVPD basis", "symbols": ["C", "C", "N", "F", "C", "C", "C", "C", "C", "C", "H", "H", "H", "H", "H", "H", "H", "H", "H", "H", "H", "C", "C", "O", "C", "C", "O", "C", "S", "C", "C", "C", "C", "C", "C", "O", "O", "O", "H", "H", "H", "H", "H", "H", "H", "H", "H", "H", "H", "H", "H"], "coordinates": [[2.746, -1.269, 1.836], [2.435, -2.193, 0.715], [1.341, -2.015, -0.045], [0.330, -0.865, 0.222], [1.044, -2.816, -1.077], [-0.171, -2.542, -1.877], [1.881, -3.886, -1.377], [3.021, -4.144, -0.610], [3.904, -5.319, -0.915], [3.287, -3.262, 0.442], [3.675, -1.600, 2.313], [2.894, -0.239, 1.492], [1.959, -1.272, 2.598], [-0.266, -3.318, -2.641], [-1.073, -2.552, -1.260], [-0.114, -1.573, -2.385], [1.630, -4.532, -2.225], [4.743, -5.364, -0.209], [3.345, -6.265, -0.844], [4.314, -5.259, -1.935], [4.176, -3.411, 1.066], [-6.254, 2.287, 0.190], [-5.362, 1.225, 0.771], [-3.999, 1.590, 0.385], [-3.017, 0.879, 0.983], [-1.651, 1.235, 0.428], [-0.592, 1.101, 1.186], [-0.592, 0.873, 2.631], [-1.698, 2.890, -0.450], [0.049, 2.992, -0.840], [0.731, 4.180, -0.602], [2.119, 4.189, -0.751], [2.787, 3.025, -1.149], [2.070, 1.858, -1.430], [0.687, 1.845, -1.283], [-2.463, 2.838, -1.676], [-1.937, 3.895, 0.563], [-3.206, 0.102, 1.914], [-7.280, 1.920, 0.148], [-6.243, 3.172, 0.832], [-5.936, 2.580, -0.813], [-5.430, 1.190, 1.864], [-5.586, 0.236, 0.352], [0.408, 0.486, 2.825], [-0.741, 1.847, 3.106], [-1.375, 0.157, 2.893], [0.183, 5.063, -0.277], [2.670, 5.108, -0.546], [3.874, 3.027, -1.249], [2.575, 0.951, -1.767], [0.107, 0.957, -1.520]], "spin_multiplicity": 1, "relative_energy_kcal_mol": 164.3, "molar_mass_g_mol": 397.5, "gap_ev": 4.04}



No. 2
{"formula": "C19H24GeMoN3O5", "method": "the ωB97M-V functional and the def2-TZVPD basis", "symbols": ["Mo", "C", "C", "O", "N", "C", "C", "C", "C", "C", "C", "N", "H", "H", "H", "H", "H", "H", "H", "H", "H", "H", "C", "Ge", "C", "C", "C", "H", "H", "H", "H", "H", "H", "H", "H", "H", "H", "O", "C", "O", "C", "C", "C", "C", "C", "C", "N", "O", "O", "H", "H", "H", "H"], "coordinates": [[0.201, -0.661, 0.097], [0.771, -1.096, 4.498], [0.109, -0.564, 3.266], [0.257, -1.160, 2.185], [-0.631, 0.540, 3.388], [-1.426, 1.120, 2.314], [-0.630, 2.065, 1.443], [-0.736, 3.433, 1.608], [0.038, 4.281, 0.832], [0.893, 3.724, -0.103], [0.924, 2.352, -0.243], [0.190, 1.526, 0.520], [0.624, -2.174, 4.535], [0.394, -0.641, 5.411], [1.843, -0.911, 4.419], [-0.723, 0.943, 4.307], [-2.249, 1.665, 2.771], [-1.882, 0.310, 1.739], [-1.423, 3.835, 2.341], [-0.030, 5.354, 0.951], [1.515, 4.341, -0.736], [1.549, 1.877, -0.986], [1.524, -4.045, 0.282], [2.398, -2.761, -0.903], [4.348, -2.840, -0.768], [1.760, -2.914, -2.747], [1.939, -0.898, -0.301], [1.623, -5.043, -0.146], [0.463, -3.828, 0.403], [2.002, -4.043, 1.261], [4.698, -3.781, -1.195], [4.664, -2.801, 0.274], [4.819, -2.023, -1.313], [2.219, -3.776, -3.230], [2.015, -2.026, -3.326], [0.678, -3.055, -2.766], [2.772, -0.223, -0.089], [-3.437, -1.460, 0.272], [-2.370, -1.311, -0.277], [-1.289, -2.035, -0.098], [-2.161, -0.148, -1.226], [-0.935, 0.034, -1.879], [-0.754, 1.082, -2.781], [-1.771, 1.991, -2.986], [-2.961, 1.831, -2.284], [-3.179, 0.778, -1.424], [-4.030, 2.831, -2.467], [-5.047, 2.678, -1.829], [-3.799, 3.751, -3.221], [-0.161, -0.774, -1.896], [0.181, 1.174, -3.316], [-1.669, 2.818, -3.673], [-4.122, 0.658, -0.908]], "spin_multiplicity": 1, "total_charge": 1, "relative_energy_kcal_mol": 11.7, "molar_mass_g_mol": 543.0, "gap_ev": [6.92, 7.00]}



No. 3
{"formula": "C19H24N", "method": "the ωB97M-V functional and the def2-TZVPD basis", "symbols": ["C", "C", "C", "C", "C", "C", "C", "C", "C", "C", "C", "C", "C", "C", "H", "H", "H", "H", "H", "H", "H", "H", "H", "H", "H", "H", "H", "C", "C", "C", "C", "C", "N", "H", "H", "H", "H", "H", "H", "H", "H", "H", "H", "H"], "coordinates": [[-1.986, 4.838, -1.748], [-1.815, 3.536, -1.052], [-1.291, 3.495, 0.233], [-1.135, 2.301, 0.890], [-1.507, 1.077, 0.288], [-1.332, -0.106, 1.055], [-1.566, -1.485, 0.803], [-1.260, -2.388, 1.846], [-1.491, -3.736, 1.719], [-2.033, -4.247, 0.556], [-2.322, -3.397, -0.494], [-2.085, -2.048, -0.386], [-2.034, 1.143, -1.020], [-2.185, 2.344, -1.666], [-2.396, 4.698, -2.749], [-2.664, 5.489, -1.194], [-1.032, 5.357, -1.847], [-1.014, 4.423, 0.704], [-0.720, 2.296, 1.883], [-0.959, 0.082, 2.050], [-0.834, -2.009, 2.760], [-1.252, -4.401, 2.530], [-2.228, -5.304, 0.468], [-2.731, -3.796, -1.408], [-2.291, -1.435, -1.238], [-2.329, 0.254, -1.536], [-2.593, 2.374, -2.663], [3.387, 0.639, -1.548], [2.533, 0.151, -0.392], [3.336, -0.006, 0.920], [2.787, -1.281, 1.579], [2.214, -2.117, 0.424], [1.915, -1.185, -0.685], [3.850, 1.601, -1.324], [4.183, -0.074, -1.753], [2.798, 0.744, -2.460], [1.717, 0.870, -0.217], [4.400, -0.112, 0.687], [3.252, 0.880, 1.563], [3.554, -1.825, 2.145], [1.995, -1.028, 2.291], [2.941, -2.854, 0.066], [1.317, -2.679, 0.712], [0.904, -1.079, -0.793]], "spin_multiplicity": 1, "total_charge": 1, "relative_energy_kcal_mol": 34.6, "molar_mass_g_mol": 266.4, "gap_ev": 5.27}



No. 4
{"formula": "C19H24N", "method": "the ωB97M-V functional and the def2-TZVPD basis", "symbols": ["C", "C", "C", "C", "C", "C", "C", "C", "C", "H", "H", "H", "H", "H", "H", "H", "H", "H", "H", "H", "C", "C", "C", "C", "C", "C", "C", "C", "N", "C", "C", "H", "H", "H", "H", "H", "H", "H", "H", "H", "H", "H", "H", "H"], "coordinates": [[-2.123, -1.451, 2.415], [-1.386, -0.155, 2.390], [-2.183, 1.084, 2.615], [0.023, -0.171, 2.617], [0.791, 1.032, 2.787], [2.134, 0.975, 3.157], [2.789, -0.253, 3.330], [2.050, -1.440, 3.223], [0.718, -1.410, 2.823], [-1.640, -2.216, 1.789], [-2.216, -1.858, 3.438], [-3.140, -1.313, 2.035], [-1.706, 1.979, 2.190], [-3.184, 0.979, 2.172], [-2.350, 1.274, 3.693], [0.304, 2.001, 2.632], [2.691, 1.904, 3.273], [3.865, -0.296, 3.511], [2.515, -2.406, 3.408], [0.181, -2.358, 2.706], [-6.186, -2.096, 0.926], [-6.012, -2.620, -0.371], [-5.090, -2.047, -1.260], [-4.321, -0.952, -0.841], [-3.293, -0.265, -1.715], [-3.854, 0.828, -2.644], [-2.705, 1.826, -2.811], [-1.641, 1.411, -1.756], [-2.335, 0.472, -0.900], [-4.537, -0.391, 0.415], [-5.425, -0.979, 1.330], [-6.908, -2.539, 1.624], [-6.612, -3.479, -0.691], [-4.960, -2.437, -2.275], [-2.787, -1.021, -2.353], [-4.193, 0.415, -3.590], [-4.685, 1.321, -2.133], [-2.293, 1.770, -3.826], [-3.039, 2.840, -2.584], [-0.790, 0.945, -2.298], [-1.249, 2.262, -1.183], [-1.785, -0.024, -0.211], [-3.964, 0.510, 0.666], [-5.518, -0.561, 2.345]], "spin_multiplicity": 1, "total_charge": 1, "relative_energy_kcal_mol": 49.7, "molar_mass_g_mol": 266.4, "gap_ev": 5.24}